(a)
# H4O2

A cluster of 2 separate species, H4O2 in total (the ωB97M-V functional and the def2-TZVPD basis, the OMol25 dataset).

As for the total charge: 0. The calculation puts the lowest unoccupied orbital energy at 0.030 hartree. The molar mass is 36.03 Da. Its SMILES is O.O. The spin multiplicity is 1. The HOMO energy comes out at -11.05 eV. For the HOMO-LUMO gap, the calculation gives 11.858 eV.

Each line ends with the Mulliken charge.
Cartesian coordinates (Å):
O1 -1.4631 -0.0255 -0.0785  -0.630
O2 1.5631 0.1130 0.0175  -0.630
H1 -1.9672 -0.6538 0.3604  0.302
H2 2.2833 -0.4910 0.0081  0.310
H3 -1.8653 0.8453 0.2054  0.323
H4 0.7495 -0.4007 -0.0853  0.325

=====

(b)
# H4O2

A cluster of 2 separate species, H4O2 in total (the ωB97M-V functional and the def2-TZVPD basis, the OMol25 dataset).

As for the total charge: 0. The calculation puts the lowest unoccupied orbital energy at 0.015 hartree. The molar mass is 36.03 Da. Its SMILES is O.O. The spin multiplicity is 1. The HOMO energy comes out at -11.79 eV. For the HOMO-LUMO gap, the calculation gives 12.190 eV.

Each line ends with the Mulliken charge.
Cartesian coordinates (Å):
O1 -2.0820 -0.0780 -0.0214  -0.632
O2 2.0622 -0.0642 -0.0981  -0.617
H1 1.1950 -0.1870 0.3460  0.301
H2 2.3780 0.6809 0.3916  0.316
H3 -1.2253 -0.2331 0.4120  0.304
H4 -2.1896 0.8770 -0.1934  0.328

=====

(c)
# H4O2

A cluster of 2 separate species, H4O2 in total (the ωB97M-V functional and the def2-TZVPD basis, the OMol25 dataset).

As for the total charge: 0. The calculation puts the lowest unoccupied orbital energy at 0.023 hartree. The molar mass is 36.03 Da. Its SMILES is O.O. The spin multiplicity is 1. The HOMO energy comes out at -11.03 eV. For the HOMO-LUMO gap, the calculation gives 11.647 eV.

Each line ends with the Mulliken charge.
Cartesian coordinates (Å):
O1 -0.1858 1.2447 0.3244  -0.707
O2 -0.2751 -1.3777 -0.7747  -0.678
H1 0.6290 -1.7045 -0.8646  0.299
H2 0.6153 1.5582 0.8886  0.342
H3 -0.2435 -0.4007 -0.5887  0.397
H4 -0.5399 0.6800 1.0150  0.348

=====

(d)
# H4O2

A cluster of 2 separate species, H4O2 in total (the ωB97M-V functional and the def2-TZVPD basis, the OMol25 dataset).

As for the total charge: 0. The calculation puts the lowest unoccupied orbital energy at 0.030 hartree. The molar mass is 36.03 Da. Its SMILES is O.O. The spin multiplicity is 1. The HOMO energy comes out at -11.01 eV. For the HOMO-LUMO gap, the calculation gives 11.836 eV.

Each line ends with the Mulliken charge.
Cartesian coordinates (Å):
O1 -1.4256 0.1410 -1.0372  -0.651
O2 1.2008 0.2729 0.6824  -0.620
H1 -1.8876 -0.6821 -1.2939  0.315
H2 2.0435 0.6796 0.9201  0.309
H3 -1.4285 0.2979 -0.0196  0.328
H4 1.4975 -0.7094 0.7483  0.319

=====

Stability verdict: (a), ahead by 1.6 kcal/mol

=====

(a)
# H4O2

A cluster of 2 separate species, H4O2 in total (the ωB97M-V functional and the def2-TZVPD basis, the OMol25 dataset).

As for the total charge: 0. The calculation puts the lowest unoccupied orbital energy at 0.018 hartree. The molar mass is 36.03 Da. Its SMILES is O.O. The spin multiplicity is 1. The HOMO energy comes out at -10.80 eV. For the HOMO-LUMO gap, the calculation gives 11.300 eV.

Each line ends with the Mulliken charge.
Cartesian coordinates (Å):
O1 1.6696 -0.3099 -0.1068  -0.633
O2 -0.8832 0.2717 0.2131  -0.632
H1 0.9552 -0.2250 -0.8263  0.325
H2 -1.6371 0.2290 0.7684  0.291
H3 1.1014 0.0128 0.6100  0.343
H4 -1.2057 0.0214 -0.6584  0.306

=====

(b)
# H4O2

A cluster of 2 separate species, H4O2 in total (the ωB97M-V functional and the def2-TZVPD basis, the OMol25 dataset).

As for the total charge: 0. The calculation puts the lowest unoccupied orbital energy at 0.032 hartree. The molar mass is 36.03 Da. Its SMILES is O.O. The spin multiplicity is 1. The HOMO energy comes out at -11.40 eV. For the HOMO-LUMO gap, the calculation gives 12.261 eV.

Each line ends with the Mulliken charge.
Cartesian coordinates (Å):
O1 -0.8114 -0.6236 1.1459  -0.638
O2 0.7989 0.9799 -0.8789  -0.700
H1 1.3469 0.6233 -0.1541  0.343
H2 -1.5363 -1.2448 1.0782  0.309
H3 0.9161 0.3173 -1.6206  0.340
H4 -0.7142 -0.0521 0.4295  0.346

=====

Stability verdict: (b), ahead by 4.4 kcal/mol

=====

(a)
# CH2FNO

An isolated molecule of CH2FNO (the ωB97M-V functional and the def2-TZVPD basis, the OMol25 dataset).

As for the total charge: 0. The calculation puts the lowest unoccupied orbital energy at 0.042 hartree. The molar mass is 63.03 Da. Its SMILES is F[C@@H]1NO1. The spin multiplicity is 1. The HOMO energy comes out at -10.60 eV. For the HOMO-LUMO gap, the calculation gives 11.738 eV.

Each line ends with the Mulliken charge.
Cartesian coordinates (Å):
F1 -1.0771 -1.0692 0.2422  -0.308
O1 0.4226 0.2337 -1.1042  -0.285
N1 0.2514 0.9738 0.1083  -0.434
C1 0.2605 -0.4284 0.0768  0.434
H1 0.7955 -1.1015 0.5862  0.329
H2 -0.6529 1.3916 0.0908  0.265

=====

(b)
# CH2FNO

A cluster of 2 separate species, CH2FNO in total (the ωB97M-V functional and the def2-TZVPD basis, the OMol25 dataset).

As for the total charge: 0. The calculation puts the lowest unoccupied orbital energy at 0.020 hartree. The molar mass is 63.03 Da. Its SMILES is N=C=O.F. The spin multiplicity is 1. The HOMO energy comes out at -11.36 eV. For the HOMO-LUMO gap, the calculation gives 11.891 eV.

Each line ends with the Mulliken charge.
Cartesian coordinates (Å):
F1 3.3686 0.0004 0.1763  -0.403
O1 0.1577 -0.4738 0.0417  -0.449
N1 -2.0953 0.2381 0.1485  -0.393
C1 -0.9593 -0.1255 0.1529  0.508
H1 -3.1392 0.1581 -0.0582  0.334
H2 2.6676 0.2027 -0.4613  0.402

=====

(c)
# CH2FNO

An isolated molecule of CH2FNO (the ωB97M-V functional and the def2-TZVPD basis, the OMol25 dataset).

As for the total charge: 0. The calculation puts the lowest unoccupied orbital energy at 0.041 hartree. The molar mass is 63.03 Da. Its SMILES is F[C@@H]1NO1. The spin multiplicity is 1. The HOMO energy comes out at -11.03 eV. For the HOMO-LUMO gap, the calculation gives 12.139 eV.

Each line ends with the Mulliken charge.
Cartesian coordinates (Å):
F1 0.0230 0.2505 -1.7818  -0.363
O1 0.4387 -1.3327 0.0282  -0.274
N1 0.5193 -0.1065 0.7486  -0.404
C1 -0.3251 -0.2693 -0.2782  0.466
H1 1.3958 0.2842 0.4541  0.270
H2 -1.3323 -0.0763 -0.1628  0.305

=====

Stability verdict: (b), ahead by 68.0 kcal/mol

=====

(a)
# C2H6N4O2

An isolated molecule of C2H6N4O2 (the ωB97M-V functional and the def2-TZVPD basis, the OMol25 dataset).

As for the total charge: 0. The calculation puts the lowest unoccupied orbital energy at 0.011 hartree. The molar mass is 118.10 Da. Its SMILES is [H]/N=C(/NN)O/C=N\O. The spin multiplicity is 1. The HOMO energy comes out at -9.49 eV. For the HOMO-LUMO gap, the calculation gives 9.794 eV.

Each line ends with the Mulliken charge.
Cartesian coordinates (Å):
O1 -0.1383 -0.7507 -0.2655  -0.369
O2 2.0420 0.6318 0.7972  -0.462
N1 2.2438 -0.6794 0.0169  -0.181
N2 -0.0513 1.6612 -0.6298  -0.642
N3 -2.5877 -0.7731 0.3347  -0.667
N4 -1.9470 0.5372 0.3024  -0.176
C1 -0.7029 0.6202 -0.2526  0.532
C2 1.2107 -1.1370 -0.4364  0.070
H1 2.9480 1.3204 0.7203  0.349
H2 0.8241 1.3635 -0.9798  0.288
H3 -1.9310 -1.5138 -0.2403  0.367
H4 -2.2266 -1.0027 1.3106  0.308
H5 -2.7600 1.0369 -0.2510  0.334
H6 1.2649 -2.3730 -0.8482  0.250

=====

(b)
# C2H6N4O2

A cluster of 2 separate species, C2H6N4O2 in total (the ωB97M-V functional and the def2-TZVPD basis, the OMol25 dataset).

As for the total charge: 0. The calculation puts the lowest unoccupied orbital energy at -0.102 hartree. The molar mass is 118.10 Da. The spin multiplicity is 1. The HOMO energy comes out at -8.95 eV. For the HOMO-LUMO gap, the calculation gives 6.186 eV.

Each line ends with the Mulliken charge.
Cartesian coordinates (Å):
O1 -3.2589 0.6405 -0.2424  -0.453
O2 2.2439 1.7727 -0.0607  -0.386
N1 2.2034 -0.9832 0.0427  -0.652
N2 -0.1380 -1.0296 -0.3456  -0.255
N3 1.1782 0.9795 -0.6139  -0.281
N4 -1.8653 0.5807 0.0404  -0.218
C1 1.1463 -0.4723 -0.2297  0.541
C2 -1.5331 -0.5513 -0.2122  -0.142
H1 0.3306 1.3370 -0.4122  0.301
H2 2.8418 1.2589 0.3935  0.294
H3 -2.2224 -1.2131 -0.5847  0.491
H4 0.2080 -1.9239 0.1804  0.194
H5 -3.3659 1.5751 1.3875  0.326
H6 2.2316 -1.9712 0.6567  0.239

=====

Stability verdict: (a), ahead by 101.1 kcal/mol

=====

(a)
# C2H6N4O

An isolated molecule of C2H6N4O (the ωB97M-V functional and the def2-TZVPD basis, the OMol25 dataset).

As for the total charge: 0. The calculation puts the lowest unoccupied orbital energy (alpha / beta) at 0.003 / 0.022 hartree. The molar mass is 102.10 Da. The spin multiplicity is 1. The HOMO energy (alpha / beta) comes out at -7.11 / -7.05 eV. For the HOMO-LUMO gap (alpha / beta), the calculation gives 7.204 / 7.645 eV.

Each line ends with the Mulliken charge.
Cartesian coordinates (Å):
O1 -3.1315 0.8504 -0.2321  -0.313
N1 0.5151 0.7429 0.1613  0.117
N2 -1.0930 -0.8447 -0.0846  -0.479
N3 1.5594 1.4193 -0.3289  -0.534
N4 2.6654 0.7545 0.0797  -0.371
C1 -2.0256 1.4068 0.1654  -0.676
C2 -0.8697 0.4956 -0.0371  0.705
H1 -2.0783 -1.0532 0.1719  0.205
H2 2.7249 -0.2192 -0.0801  0.186
H3 -3.8136 1.2677 0.2967  0.434
H4 -0.3466 -1.5914 0.0913  0.233
H5 3.5360 1.0401 -0.2939  0.263
H6 0.7930 -0.1321 0.7231  0.230

=====

(b)
# C2H6N4O

An isolated molecule of C2H6N4O (the ωB97M-V functional and the def2-TZVPD basis, the OMol25 dataset).

As for the total charge: 0. The calculation puts the lowest unoccupied orbital energy at 0.028 hartree. The molar mass is 102.10 Da. Its SMILES is [H]/N=C(/N)N/C=N/O. The spin multiplicity is 1. The HOMO energy comes out at -8.10 eV. For the HOMO-LUMO gap, the calculation gives 8.855 eV.

Each line ends with the Mulliken charge.
Cartesian coordinates (Å):
O1 -3.1591 0.3487 0.0793  -0.444
N1 0.0356 -0.4544 -0.0859  -0.050
N2 -2.2110 -0.7394 -0.0922  -0.481
N3 2.3007 -0.8439 -0.0846  -0.600
N4 1.6571 1.4415 -0.0796  -0.620
C1 -1.1082 0.0778 -0.0795  0.240
C2 1.3527 0.1938 0.0190  0.476
H1 0.8503 2.2117 0.0028  0.254
H2 3.3456 -0.7401 -0.0238  0.281
H3 0.1384 -1.4901 -0.1912  0.313
H4 -1.1988 1.2856 0.1266  0.075
H5 -4.2461 0.2322 -0.2896  0.307
H6 2.2429 -1.5236 0.6988  0.250

=====

Stability verdict: (b), ahead by 57.0 kcal/mol

=====

(a)
# C3H7NOS

A cluster of 3 separate species, C3H7NOS in total (the ωB97M-V functional and the def2-TZVPD basis, the OMol25 dataset).

As for the total charge: 0. The calculation puts the lowest unoccupied orbital energy at 0.000 hartree. The molar mass is 105.16 Da. The spin multiplicity is 1. The HOMO energy comes out at -9.48 eV. For the HOMO-LUMO gap, the calculation gives 9.490 eV.

Each line ends with the Mulliken charge.
Cartesian coordinates (Å):
S1 2.5790 -0.2729 -0.5269  0.316
O1 3.3454 0.2064 0.6236  -0.508
N1 0.0148 2.0201 -0.1628  -0.620
C1 1.3565 -1.2389 -0.0632  -0.355
C2 -2.6679 -0.9560 -0.3986  -0.344
C3 -2.0906 -1.3936 0.5491  -0.432
H1 1.1437 -1.4796 0.9610  0.227
H2 -1.5886 -1.7441 1.4008  0.399
H3 0.7158 -1.6329 -0.8284  0.287
H4 0.6028 2.0807 0.6598  0.229
H5 -0.7873 2.6220 -0.0184  0.206
H6 -3.1664 -0.5998 -1.2497  0.386
H7 0.5427 2.3884 -0.9462  0.209

=====

(b)
# C3H7NOS

An isolated molecule of C3H7NOS (the ωB97M-V functional and the def2-TZVPD basis, the OMol25 dataset).

As for the total charge: 0. The calculation puts the lowest unoccupied orbital energy (alpha / beta) at -0.016 / 0.017 hartree. The molar mass is 105.16 Da. Its SMILES is C/C=S(/C)#[N+][O-]. The spin multiplicity is 1. The HOMO energy (alpha / beta) comes out at -7.61 / -7.74 eV. For the HOMO-LUMO gap (alpha / beta), the calculation gives 7.189 / 8.192 eV.

Each line ends with the Mulliken charge.
Cartesian coordinates (Å):
S1 -0.0718 0.7646 -0.7285  0.222
O1 -2.2827 0.0337 0.2820  -0.452
N1 -1.3387 0.7988 0.5029  0.060
C1 0.5775 -0.8213 -0.1787  -0.296
C2 -0.4287 -1.8704 -0.4087  -0.919
C3 1.0388 1.8963 0.1440  -0.835
H1 -0.1596 -2.8032 0.0808  0.335
H2 0.6686 2.9085 0.0146  0.346
H3 -1.4231 -1.5427 0.0186  0.321
H4 1.0441 1.6344 1.1978  0.318
H5 0.9586 -0.7513 0.8349  0.264
H6 2.0297 1.7930 -0.2896  0.339
H7 -0.6127 -2.0405 -1.4701  0.295

=====

(c)
# C3H7NOS

An isolated molecule of C3H7NOS (the ωB97M-V functional and the def2-TZVPD basis, the OMol25 dataset).

As for the total charge: 0. The calculation puts the lowest unoccupied orbital energy at 0.032 hartree. The molar mass is 105.16 Da. Its SMILES is CO/N=C\CS. The spin multiplicity is 1. The HOMO energy comes out at -9.26 eV. For the HOMO-LUMO gap, the calculation gives 10.126 eV.

Each line ends with the Mulliken charge.
Cartesian coordinates (Å):
S1 2.2779 -1.3708 0.2318  -0.213
O1 -0.3799 0.7476 -0.4785  -0.079
N1 -1.0043 -0.0895 0.3654  -0.546
C1 -1.1694 0.9901 -1.5779  -0.486
C2 1.1788 -0.4215 1.3599  -0.357
C3 -0.2491 -0.6500 1.2284  -0.060
H1 1.2931 0.6689 1.1514  0.273
H2 1.6022 -1.1995 -0.9174  0.133
H3 -0.8402 -1.2983 1.9667  0.321
H4 1.4313 -0.6041 2.4259  0.312
H5 -1.4254 0.0589 -2.1895  0.249
H6 -2.1684 1.4661 -1.3872  0.222
H7 -0.5466 1.7020 -2.1792  0.232

=====

Stability verdict: (c), ahead by 27.4 kcal/mol